(w)
Density functional theory data (ωB97M-V/def2-TZVPD) for a molecular structure, C3H7FO3.

Values from the calculation:
highest occupied orbital energy	-10.06	eV
molecular weight	110.08	u
orbital gap	10.848	eV

Structure (ORCA input):
```
! wB97M-V def2-TZVPD RIJCOSX def2/J DEFGRID3
* xyz 0 1
F 0.69089 2.01146 0.54320
O 0.79091 -0.17016 0.16880
O -1.03249 0.76458 1.06266
O -0.58505 1.42484 -1.44463
C 2.05940 -0.29780 -0.50748
C -1.95431 -0.19186 0.64250
C 0.02722 0.90677 0.25320
H -2.94350 0.23892 0.79145
H 2.56497 0.61128 -0.44592
H -1.74916 -0.58069 -0.32255
H 2.45874 -1.09138 0.18429
H 0.09342 2.03593 -1.71427
H 1.95545 -0.62983 -1.60464
H -1.83415 -1.01820 1.29531
*
```


(x)
Density functional theory data (ωB97M-V/def2-TZVPD) for C3H7FO3 in the gas phase.

Values from the calculation:
highest occupied orbital energy	-10.16	eV
molecular weight	110.08	u
orbital gap	10.825	eV
SMILES	C[C@H](F)C(O)(O)O

Structure (ORCA input):
```
! wB97M-V def2-TZVPD RIJCOSX def2/J DEFGRID3
* xyz 0 1
F 1.67187 -1.04572 0.13461
O -1.79827 -0.50385 -0.15446
O -0.42742 1.01841 -1.29623
O -0.27991 -1.23947 -1.56452
C -0.57655 -0.21263 -0.70326
C 0.48252 -0.48398 0.60395
C 0.78932 0.83444 1.18469
H -2.32693 -1.24139 -0.57978
H 0.21990 1.35199 1.95727
H 0.68389 -1.23413 -1.54484
H 0.01314 -1.22585 1.28784
H 1.81040 0.74745 1.58784
H 0.93429 1.56624 0.44808
H -1.19625 1.66849 -1.36120
*
```


(y)
Density functional theory data (ωB97M-V/def2-TZVPD) for 2 unconnected molecules or ions with the total composition C3H7FO3.

Values from the calculation:
highest occupied orbital energy	-11.14	eV
molecular weight	110.08	u
orbital gap	11.891	eV
SMILES	O=C(O)O.CCF

Structure (ORCA input):
```
! wB97M-V def2-TZVPD RIJCOSX def2/J DEFGRID3
* xyz 0 1
F -0.84517 1.64698 0.34459
O 1.84264 0.60414 0.94690
O 2.64842 -1.25492 0.09646
O 1.81942 0.34729 -1.21757
C -1.52399 0.68453 -0.35540
C -1.69204 -0.60300 0.45410
C 2.05167 -0.02898 -0.14160
H -2.25951 -0.50751 1.37146
H -0.72816 -1.04290 0.45721
H -2.21616 -1.26484 -0.13709
H -0.95504 0.47159 -1.21565
H 1.24629 1.31017 0.83776
H -2.41849 1.09683 -0.72843
H 3.03012 -1.45939 -0.71274
*
```


Stability check: which of them is least stable? (w).